Entry from OMol25: C17H10ClF9N3O3P in the gas phase at a distorted geometry (ωB97M-V/def2-TZVPD).

Output
Charge = 0
DFT total energy = -2743.44627 Eh
Structure (SMILES) = O=C=Nc1cnc2c([PH2]=O)c(CC(=O)Cl)cc(CCC(F)(F)C(F)(F)C(F)(F)C(F)(F)F)c2n1
Orbital gap = 6.91 eV

Each atom is followed by the atoms it is bonded to, with distances in Å.
Positions of all 44 atoms, in Å:
1 O 1.73 -6.39 0.52  C2 1.337
2 C 1.69 -5.81 -0.68  O1 1.337, N3 1.375
3 N 1.60 -5.12 -1.86  C2 1.375, C4 1.543
4 C 1.99 -3.66 -1.56  N3 1.543, C5 1.627, N34 1.503
5 C 3.51 -3.21 -1.97  C4 1.627, N6 1.502, H35 1.187
6 N 4.01 -1.81 -1.77  C5 1.502, C7 1.502
7 C 3.00 -0.91 -1.12  N6 1.502, C8 1.667, C33 1.627
8 C 3.48 0.65 -0.81  C7 1.667, P9 1.940, C11 1.643
9 P 5.28 1.16 -1.30  C8 1.940, O10 1.581, H36 1.469, H37 1.447
10 O 5.42 2.67 -1.72  P9 1.581
11 C 2.50 1.76 -0.08  C8 1.643, C12 1.654, C16 1.650
12 C 2.91 3.33 0.24  C11 1.654, C13 1.647, H38 1.194, H39 1.171
13 C 3.77 3.42 1.64  C12 1.647, O14 1.352, Cl15 1.860
14 O 3.40 2.72 2.73  C13 1.352
15 Cl 5.25 4.56 1.65  C13 1.860
16 C 1.00 1.25 0.36  C11 1.650, C17 1.672, H40 1.179
17 C 0.52 -0.33 0.06  C16 1.672, C18 1.652, C33 1.671
18 C -0.99 -0.71 0.60  C17 1.652, C19 1.639, H41 1.192, H42 1.170
19 C -2.19 -0.45 -0.50  C18 1.639, C20 1.639, H43 1.194, H44 1.174
20 C -3.01 0.95 -0.30  C19 1.639, F21 1.507, F22 1.511, C23 1.639
21 F -3.58 1.30 -1.65  C20 1.507
22 F -2.08 2.10 0.02  C20 1.511
23 C -4.13 0.94 0.90  C20 1.639, F24 1.509, F25 1.511, C26 1.639
24 F -3.49 0.61 2.23  C23 1.509
25 F -4.58 2.37 1.06  C23 1.511
26 C -5.47 0.05 0.61  C23 1.639, F27 1.495, F28 1.510, C29 1.673
27 F -5.21 -1.42 0.45  C26 1.495
28 F -6.22 0.47 -0.64  C26 1.510
29 C -6.61 0.16 1.83  C26 1.673, F30 1.511, F31 1.481, F32 1.491
30 F -7.70 -0.80 1.40  C29 1.511
31 F -6.12 -0.34 3.13  C29 1.481
32 F -7.26 1.50 1.89  C29 1.491
33 C 1.52 -1.44 -0.70  C7 1.627, C17 1.671, N34 1.503
34 N 0.94 -2.81 -0.91  C4 1.503, C33 1.503
35 H 4.26 -4.00 -2.45  C5 1.187
36 H 6.07 1.00 -0.07  P9 1.469
37 H 5.88 0.25 -2.25  P9 1.447
38 H 1.87 3.88 0.47  C12 1.194
39 H 3.38 3.90 -0.67  C12 1.171
40 H 0.32 2.04 0.91  C16 1.179
41 H -0.99 -1.89 0.81  C18 1.192
42 H -1.13 -0.17 1.63  C18 1.170
43 H -1.67 -0.38 -1.57  C19 1.194
44 H -2.85 -1.42 -0.53  C19 1.174